Here is C59H48CrN2P3Si as an isolated structure from OMol25. Energies are from ωB97M-V/def2-TZVPD.

Summary:
LUMO energy (spin up / spin down)   -5.8 / -5.4 eV

```
! RIJCOSX wB97M-V def2-TZVPD def2/J DEFGRID3
* xyz 2 2
Cr 0.1816 -0.7137 -0.4282
C 3.1028 2.2443 -3.8199
C 3.7642 2.6227 -2.6624
C 3.6588 1.8656 -1.5050
C 2.8706 0.7230 -1.5107
C 2.2364 0.3251 -2.6928
C 2.3471 1.0821 -3.8417
P 2.5852 -0.4912 -0.1745
C 4.1464 -1.4511 -0.3200
C 4.4295 -2.3923 0.6706
C 5.6367 -3.0663 0.6618
C 6.5717 -2.8130 -0.3321
C 6.2889 -1.8896 -1.3233
C 5.0791 -1.2144 -1.3263
C 2.8610 0.1204 1.5263
C 4.0850 0.6809 1.8871
C 4.3105 1.0692 3.1950
C 3.3393 0.8373 4.1554
C 2.1427 0.2351 3.8088
C 1.8734 -0.1227 2.4942
Si 0.1017 -0.6028 1.9529
C -0.8022 1.0043 2.4416
C -1.3215 1.2376 3.7095
C -1.8293 2.4787 4.0489
C -1.7595 3.5223 3.1403
C -1.2354 3.3131 1.8757
C -0.8105 2.0398 1.5055
P -0.1133 1.6847 -0.1441
C 1.1094 3.0434 -0.1740
C 1.2299 3.9189 -1.2474
C 2.1228 4.9735 -1.1738
C 2.9148 5.1439 -0.0514
C 2.8132 4.2584 1.0095
C 1.9125 3.2136 0.9533
C -1.2955 2.2658 -1.4105
C -2.2431 3.2740 -1.2568
C -3.0037 3.6765 -2.3415
C -2.8385 3.0793 -3.5803
C -1.9130 2.0602 -3.7347
C -1.1486 1.6560 -2.6575
C -1.2042 -1.9342 2.3528
C -1.2089 -2.7911 3.4412
C -2.2708 -3.6572 3.6535
C -3.3287 -3.6933 2.7630
C -3.3288 -2.8627 1.6537
C -2.2826 -1.9742 1.4531
P -2.2331 -0.7992 0.0411
C -3.1497 -1.4699 -1.3967
C -2.4299 -1.6301 -2.5816
C -3.0657 -2.0166 -3.7454
C -4.4327 -2.2447 -3.7401
C -5.1584 -2.0788 -2.5693
C -4.5267 -1.6894 -1.4009
C -3.4835 0.4193 0.5808
C -4.1074 1.1858 -0.4019
C -5.1035 2.0799 -0.0651
C -5.4884 2.2277 1.2564
C -4.8735 1.4667 2.2366
C -3.8808 0.5593 1.9077
H 3.1862 2.8416 -4.7127
H 4.3667 3.5171 -2.6537
H 4.1679 2.1773 -0.6042
H 1.6804 -0.6188 -2.7094
H 1.8529 0.7677 -4.7477
H 3.7053 -2.5787 1.4561
H 5.8576 -3.7819 1.4411
H 7.5191 -3.3322 -0.3309
H 7.0105 -1.6756 -2.0975
H 4.8880 -0.4947 -2.1062
H 4.8607 0.8175 1.1450
H 5.2432 1.5401 3.4673
H 3.5209 1.1199 5.1791
H 1.4019 0.0538 4.5708
H -1.3295 0.4381 4.4349
H -2.2423 2.6456 5.0319
H -2.0989 4.5067 3.4219
H -1.1164 4.1485 1.2004
H 0.6222 3.7853 -2.1313
H 2.1887 5.6698 -1.9942
H 3.5950 5.9772 0.0076
H 3.4216 4.3874 1.8905
H 1.8151 2.5380 1.7922
H -2.4108 3.7308 -0.2954
H -3.7302 4.4638 -2.2184
H -3.4225 3.4116 -4.4234
H -1.7813 1.5900 -4.6972
H -0.4043 0.8707 -2.7827
H -0.3804 -2.7781 4.1321
H -2.2734 -4.3009 4.5185
H -4.1585 -4.3613 2.9358
H -4.1412 -2.9262 0.9450
H -1.3523 -1.4403 -2.5778
H -2.4994 -2.1237 -4.6583
H -4.9366 -2.5374 -4.6487
H -6.2276 -2.2290 -2.5666
H -5.1079 -1.5289 -0.5027
H -3.8356 1.0554 -1.4387
H -5.5866 2.6526 -0.8398
H -6.2837 2.9102 1.5151
H -5.1816 1.5706 3.2661
H -3.4402 -0.0524 2.6812
N 0.4941 -6.9825 -0.1434
C 0.4436 -5.6664 -0.3532
C 1.5858 -4.8818 -0.5962
C 1.4679 -3.5240 -0.7506
N 0.3024 -2.8460 -0.6930
C -0.7902 -3.6178 -0.5364
C -0.7762 -4.9709 -0.3495
H 1.3575 -7.4896 -0.2113
H -0.3605 -7.4989 -0.0314
H 2.5515 -5.3559 -0.6566
H 2.3639 -2.9495 -0.9516
H -1.7522 -3.1313 -0.5924
H -1.6978 -5.5056 -0.1942
*
```

Here is C59H48FN7OPRu as an isolated structure from OMol25. Energies are from ωB97M-V/def2-TZVPD.

Summary:
LUMO energy (spin up / spin down)   -2.1 / -2.7 eV
Relative energy (zero: lowest compared OMol25 entry of this formula, charge and spin)   0.00 kcal per mole

```
! RIJCOSX wB97M-V def2-TZVPD def2/J DEFGRID3
* xyz 1 5
Ru -0.2506 -0.4192 0.3385
C 3.4025 1.3059 -3.6165
N 2.7557 0.3775 -2.6988
C 1.6990 0.6076 -1.8235
N 1.3695 -0.5048 -1.2080
C 2.2040 -1.4865 -1.6620
C 3.0517 -0.9386 -2.5830
C 4.2754 -1.5023 -3.2043
C 5.2084 -2.1498 -2.3693
C 6.3849 -2.6975 -2.8231
C 6.5663 -2.6976 -4.2205
C 5.6916 -2.0680 -5.0782
C 4.5252 -1.4466 -4.5541
C 2.3830 -2.7848 -0.9982
C 2.6219 -3.8525 -1.7301
C 3.3078 -5.0181 -1.1294
C 3.5754 -5.0719 0.2056
C 3.0103 -4.0515 1.1264
C 2.6115 -2.6930 0.4784
P 0.8784 2.1854 -1.6616
C 0.9616 2.4596 0.1144
N 0.6758 1.5517 1.0523
C 0.6055 2.2688 2.1924
C 0.8086 3.6121 2.0179
N 1.1833 3.6971 0.6751
C 1.4467 4.9315 -0.0532
C 0.9342 4.7101 2.9735
C 2.0404 5.5737 3.1217
C 2.0844 6.6665 3.9385
C 1.0140 6.9154 4.8064
C -0.0125 6.0105 4.8375
C -0.0679 4.9979 3.8927
C 0.2738 1.4662 3.4168
C 1.3815 1.0540 4.1313
C 1.1667 0.2485 5.2501
C -0.0983 -0.0603 5.7006
C -1.1529 0.2573 4.8699
C -1.0117 1.0445 3.7430
C -0.8875 1.6669 -1.8909
N -1.5902 0.8739 -1.0846
C -2.8927 0.9712 -1.4756
C -2.9775 1.7884 -2.5886
N -1.7141 2.1897 -2.8123
C -1.2362 2.9870 -3.9605
C -4.1384 2.2777 -3.3007
C -4.7355 1.7210 -4.4150
C -5.7518 2.3251 -5.0657
C -6.1904 3.6117 -4.7310
C -5.5658 4.2005 -3.6461
C -4.5957 3.5371 -2.8725
C -3.9587 0.4418 -0.6572
C -5.2910 0.7174 -0.9393
C -6.3404 0.2422 -0.1983
C -6.0637 -0.6299 0.8757
C -4.7396 -0.8705 1.2156
C -3.6809 -0.3689 0.4464
H 3.1233 2.3280 -3.3328
H 3.1248 1.0524 -4.6268
H 4.5063 1.1800 -3.5161
H 4.9974 -2.1582 -1.3053
H 7.1028 -3.1880 -2.1548
H 7.3991 -3.2362 -4.6854
H 5.9376 -2.0106 -6.1268
H 3.7986 -0.8969 -5.1489
H 2.5237 -3.8586 -2.8538
H 3.7693 -5.7979 -1.7006
H 4.0938 -5.9636 0.6155
H 3.6521 -3.8725 1.9769
H 3.1652 -1.8250 0.7470
H 1.0273 5.7618 0.4282
H 1.1594 4.7658 -1.0647
H 2.4999 5.0266 -0.0514
H 2.9196 5.3647 2.4991
H 2.8589 7.4131 3.8176
H 1.0733 7.7578 5.4680
H -0.8096 6.0268 5.5203
H -0.9649 4.4028 3.8260
H 2.3927 1.2787 3.7279
H 1.9893 0.0065 5.8945
H -0.2385 -0.6468 6.5742
H -2.1927 -0.1845 5.1034
H -1.9178 1.3213 3.2066
H -1.2108 2.3658 -4.8677
H -0.2245 3.2692 -3.7495
H -1.8784 3.8207 -4.1949
H -4.4055 0.7416 -4.7751
H -6.2317 1.8975 -5.9514
H -6.8541 4.2212 -5.3227
H -5.7809 5.2051 -3.3517
H -4.2304 4.0878 -1.9678
H -5.5219 1.2984 -1.8515
H -7.3734 0.4875 -0.5112
H -6.8770 -1.1311 1.3086
H -4.4649 -1.6604 1.8975
H -2.7144 -0.8526 0.6085
O -0.6952 -1.5179 1.9544
N -2.6171 -3.2686 2.4625
C -2.2759 -3.8076 1.1759
C -1.6874 -5.2512 1.1606
C -0.6753 -5.4087 2.2836
C -0.7799 -4.3997 3.4557
C -1.7541 -3.4631 3.4221
H -3.1790 -3.8770 0.5902
H -2.3291 -6.0662 0.8956
H -0.6411 -6.4543 2.6310
H -0.1042 -4.5811 4.3379
H -1.9392 -2.8990 4.3723
F 1.1750 -6.2850 0.9047
C 0.5127 -5.1312 1.2622
C 1.5291 -4.1875 1.7581
C 1.3358 -2.6545 1.4329
C -0.1315 -2.3221 1.0889
C -1.0390 -3.3016 0.3613
C -0.5693 -4.7522 0.1979
H 1.5780 -4.3473 2.8566
H 1.6287 -2.1389 2.3186
H -1.3414 -2.8744 -0.6150
H -0.3795 -4.9905 -0.7854
*
```

Here is C59H48N3O8P3STa as an isolated structure from OMol25. Energies are from ωB97M-V/def2-TZVPD.

Summary:
LUMO energy   -3.2 eV

```
! RIJCOSX wB97M-V def2-TZVPD def2/J DEFGRID3
* xyz 1 1
Ta 1.0114 -0.6983 -0.9733
C 2.2404 2.3639 2.0707
N 0.9578 2.1777 2.6999
C -0.1302 2.5258 1.8365
P -0.8842 1.0334 0.9129
C -1.6313 0.2420 2.4013
C -0.8838 -0.6937 3.1092
C -1.4060 -1.3117 4.2315
C -2.6882 -1.0145 4.6581
C -3.4229 -0.0524 3.9876
C -2.8960 0.5808 2.8770
C -2.3720 1.8546 0.2089
C -2.3844 3.2024 -0.1374
C -3.5481 3.7966 -0.5974
C -4.7135 3.0566 -0.6977
C -4.7019 1.7040 -0.3956
C -3.5319 1.1003 0.0255
C 0.8515 2.2401 4.1007
C -0.2914 2.7044 4.7552
C -0.3263 2.8250 6.1324
C 0.7575 2.4710 6.9113
C 1.8708 1.9479 6.2824
C 1.9176 1.8274 4.9076
P 2.5737 1.0911 0.6996
C 3.8549 2.0460 -0.2002
C 3.5697 2.4616 -1.5768
C 4.5534 3.3501 -2.2722
C 5.6912 3.8189 -1.4919
C 5.9452 3.2943 -0.2783
C 5.0430 2.3853 0.3548
C 3.5786 -0.1095 1.6422
C 3.0195 -0.6358 2.8039
C 3.6993 -1.5885 3.5397
C 4.9423 -2.0295 3.1198
C 5.4908 -1.5291 1.9508
C 4.8116 -0.5839 1.2038
H 3.0489 2.3087 2.7958
H 2.2854 3.3578 1.5993
H 0.2214 3.2370 1.0798
H -0.9592 2.9794 2.3826
H 0.1160 -0.9378 2.7883
H -0.8214 -2.0348 4.7781
H -3.1041 -1.5218 5.5142
H -4.4096 0.2176 4.3314
H -3.4795 1.3462 2.3895
H -1.4999 3.8149 -0.0329
H -3.5499 4.8449 -0.8578
H -5.6263 3.5350 -1.0144
H -5.6082 1.1245 -0.4798
H -3.5119 0.0416 0.2453
H -1.1800 2.9968 4.2196
H -1.2138 3.2158 6.6031
H 0.7345 2.5917 7.9822
H 2.7193 1.6338 6.8684
H 2.8083 1.3967 4.4805
H 2.5290 2.4991 -1.8904
H 4.1958 3.9843 -3.0760
H 6.2955 4.6071 -1.9116
H 6.8028 3.6165 0.2896
H 5.2921 2.0442 1.3486
H 2.0486 -0.2925 3.1316
H 3.2542 -1.9897 4.4364
H 5.4805 -2.7639 3.6980
H 6.4516 -1.8825 1.6110
H 5.2326 -0.2322 0.2725
O 0.5585 -5.2705 3.0202
C -0.7430 -5.3842 2.8296
O -1.4000 -6.2373 3.3640
C -1.4050 -4.3972 1.9206
C -2.7588 -4.4082 1.6345
N -2.9881 -3.3944 0.7856
N -1.8988 -2.7026 0.4986
C -0.9126 -3.2922 1.1775
C 0.4339 -2.7159 1.1034
O 1.4450 -3.2324 1.5419
O 0.4589 -1.5500 0.5244
H 1.0079 -4.5613 2.4993
H -3.5185 -5.0745 1.9877
H -3.8767 -3.1122 0.3979
O 2.7193 -1.1696 -3.3423
S 3.0156 -0.1936 -2.3197
O 4.4399 1.9722 -2.5592
O 2.8833 -1.0085 -0.9599
O 1.5849 0.5594 -2.1558
C -5.7496 -0.2317 -3.1383
C -5.1148 -1.3335 -2.5834
C -3.7501 -1.3106 -2.3656
C -3.0040 -0.1875 -2.7163
C -3.6532 0.9339 -3.2136
C -5.0197 0.9081 -3.4289
P -1.1743 -0.2981 -2.6048
C -0.6692 1.1200 -3.6491
C -0.4860 1.0600 -5.0235
C -0.0940 2.1911 -5.7219
C 0.1256 3.3834 -5.0556
C -0.0464 3.4494 -3.6813
C -0.4390 2.3237 -2.9837
C -0.9620 -1.7839 -3.6405
C -1.7140 -1.9653 -4.7842
C -1.5997 -3.1365 -5.5444
C -0.7628 -4.1370 -5.1329
C 0.0049 -4.0001 -3.9585
C 0.8491 -5.0393 -3.5178
C 1.6191 -4.8670 -2.4043
C 1.5907 -3.6493 -1.7025
C 0.7482 -2.6276 -2.0555
C -0.0657 -2.7943 -3.1998
H -6.8070 -0.2660 -3.3504
H -5.6868 -2.2198 -2.3453
H -3.2380 -2.1729 -1.9593
H -3.0926 1.8206 -3.4623
H -5.5101 1.7794 -3.8342
H -0.6466 0.1392 -5.5602
H 0.0395 2.1359 -6.7914
H 0.4417 4.2597 -5.6001
H 0.1132 4.3818 -3.1572
H -0.5617 2.3488 -1.9076
H -2.4153 -1.2042 -5.1003
H -2.1836 -3.2451 -6.4473
H -0.6790 -5.0561 -5.6963
H 0.8829 -5.9571 -4.0867
H 2.2655 -5.6556 -2.0560
H 2.2750 -3.5181 -0.8734
*
```

Here is C59H49AlFIN3P4Te as an isolated structure from OMol25. Energies are from ωB97M-V/def2-TZVPD.

Summary:
LUMO energy   -3.1 eV
Relative energy (zero: lowest compared OMol25 entry of this formula, charge and spin)   2.97 kcal per mole

```
! RIJCOSX wB97M-V def2-TZVPD def2/J DEFGRID3
* xyz 1 1
Al -0.2262 -0.4604 0.4360
N -0.8138 1.6415 -2.3854
P -1.8342 2.1846 -1.0998
C -3.2188 0.9895 -1.2714
C -3.7351 0.4103 -0.1134
C -4.8301 -0.4322 -0.1762
C -5.3949 -0.7351 -1.4035
C -4.8157 -0.2537 -2.5666
C -3.7339 0.6048 -2.5057
C -2.4689 3.7606 -1.7826
C -1.9712 4.9056 -1.1617
C -2.4074 6.1569 -1.5472
C -3.3550 6.2799 -2.5485
C -3.8695 5.1451 -3.1538
C -3.4370 3.8864 -2.7720
P -0.4380 -0.0147 -2.4389
C -0.9227 -0.4339 -4.1794
C -0.4999 0.3870 -5.2235
C -0.7868 0.0555 -6.5335
C -1.4848 -1.1050 -6.8278
C -1.9144 -1.9214 -5.7979
C -1.6365 -1.5844 -4.4836
C 1.3738 0.0516 -2.7429
C 2.1399 0.8106 -1.8636
C 3.5069 0.9355 -2.0375
C 4.1273 0.2644 -3.0783
C 3.3814 -0.5458 -3.9210
C 2.0114 -0.6541 -3.7608
H -0.8348 2.1583 -3.2605
H -3.2676 0.5960 0.8475
H -5.2325 -0.8590 0.7295
H -6.2712 -1.3602 -1.4544
H -5.2116 -0.5480 -3.5258
H -3.2871 0.9631 -3.4233
H -1.2507 4.8152 -0.3614
H -2.0096 7.0353 -1.0641
H -3.7031 7.2575 -2.8452
H -4.6167 5.2421 -3.9268
H -3.8731 3.0127 -3.2345
H 0.0783 1.2796 -5.0244
H -0.4518 0.7034 -7.3284
H -1.6905 -1.3628 -7.8549
H -2.4621 -2.8258 -6.0121
H -1.9863 -2.2232 -3.6895
H 1.6470 1.3207 -1.0431
H 4.0765 1.5612 -1.3660
H 5.1900 0.3739 -3.2339
H 3.8689 -1.0931 -4.7142
H 1.4459 -1.2843 -4.4344
Te -1.9193 0.5598 3.9251
C -1.6783 2.0312 5.4563
C -2.7512 2.7910 5.8997
C -2.5355 3.7191 6.9070
N -1.3602 3.9199 7.4764
C -0.3412 3.1873 7.0607
C -0.4442 2.2356 6.0596
C -0.0878 1.2334 2.9867
P -0.5890 1.8498 1.3768
C 0.7789 2.9799 0.9255
C 0.9987 3.5102 -0.3416
C 2.0268 4.4107 -0.5548
C 2.8494 4.8016 0.4877
C 2.6313 4.2880 1.7543
C 1.6031 3.3914 1.9674
C -1.8515 3.1257 1.8406
C -1.4604 4.0161 2.8378
C -2.2931 5.0455 3.2325
C -3.5372 5.2083 2.6487
C -3.9496 4.3092 1.6838
C -3.1135 3.2832 1.2796
P 1.0962 -0.0355 2.6318
C 2.7668 0.7023 2.5462
C 3.5741 0.4097 1.4566
C 4.8737 0.8787 1.3871
C 5.3853 1.6373 2.4260
C 4.5835 1.9467 3.5146
C 3.2816 1.4871 3.5780
C 1.1822 -1.0727 4.1317
C 2.1407 -0.9135 5.1280
C 2.0040 -1.5719 6.3375
C 0.9248 -2.4081 6.5652
C 0.0092 -2.6311 5.5521
C 0.1364 -1.9727 4.3406
H -3.7351 2.6669 5.4699
H -3.3472 4.3330 7.2757
H 0.6013 3.3658 7.5646
H 0.4148 1.6502 5.7578
H 0.3657 3.2335 -1.1715
H 2.1817 4.8143 -1.5443
H 3.6526 5.5011 0.3108
H 3.2570 4.5872 2.5802
H 1.4251 2.9900 2.9539
H -0.4984 3.9051 3.3107
H -1.9678 5.7223 4.0055
H -4.1814 6.0217 2.9444
H -4.9288 4.4010 1.2379
H -3.4935 2.6089 0.5288
H 3.1636 -0.1949 0.6555
H 5.4913 0.6334 0.5346
H 6.4079 1.9817 2.3977
H 4.9798 2.5453 4.3218
H 2.6594 1.7569 4.4214
H 3.0022 -0.2833 4.9772
H 2.7475 -1.4299 7.1068
H 0.8114 -2.9023 7.5182
H -0.8081 -3.3187 5.7043
H -0.5594 -2.1798 3.5405
F -1.3554 -1.1968 1.4294
I -2.4639 -2.8266 -0.9802
C -0.4158 -3.0791 -1.2784
C 0.0110 -4.1138 -2.0998
C 1.3690 -4.2750 -2.3112
C 2.2472 -3.3994 -1.6845
C 1.7252 -2.4090 -0.8759
N 0.4187 -2.2371 -0.6776
H -0.7130 -4.7697 -2.5606
H 1.7335 -5.0753 -2.9375
H 3.3144 -3.4778 -1.8204
H 2.3693 -1.7164 -0.3477
*
```